{
  "formula": "C31H36N3O9TeV",
  "method": "the ωB97M-V functional and the def2-TZVPD basis",
  "elements": ["V", "O", "C", "C", "N", "C", "C", "O", "O", "C", "C", "O", "O", "H", "H", "H", "H", "H", "H", "H", "H", "H", "O", "N", "O", "O", "C", "C", "C", "C", "C", "C", "Te", "N", "C", "O", "C", "C", "C", "C", "C", "C", "C", "C", "C", "C", "C", "C", "C", "C", "C", "C", "C", "C", "H", "H", "H", "H", "H", "H", "H", "H", "H", "H", "H", "H", "H", "H", "H", "H", "H", "H", "H", "H", "H", "H", "H", "H", "H", "H", "H"],
  "xyz": [[1.621, 2.466, 0.782], [2.668, -0.329, 0.300], [3.004, -0.974, 1.523], [3.973, -0.141, 2.365], [3.437, 1.183, 2.615], [2.460, 1.287, 3.657], [1.000, 1.248, 3.125], [0.069, 1.162, 3.875], [0.890, 1.308, 1.826], [4.354, 2.254, 2.325], [4.405, 2.393, 0.775], [5.412, 2.334, 0.132], [3.193, 2.482, 0.312], [3.481, -0.203, -0.215], [3.445, -1.959, 1.327], [2.063, -1.100, 2.061], [4.920, -0.045, 1.825], [4.158, -0.679, 3.306], [2.543, 2.244, 4.180], [2.543, 0.475, 4.392], [5.370, 2.053, 2.689], [3.984, 3.200, 2.732], [2.249, 5.216, 0.881], [1.571, 4.345, 1.316], [1.809, 3.771, 2.385], [0.555, 3.920, 0.716], [-1.264, -5.247, 2.999], [-0.887, -4.014, 2.248], [0.095, -4.050, 1.267], [0.452, -2.924, 0.539], [1.472, -3.104, -0.552], [-0.192, -1.707, 0.825], [0.112, -0.268, -0.754], [0.866, 1.564, -0.560], [0.994, 2.176, -1.763], [1.494, 3.283, -1.805], [0.547, 1.421, -2.970], [1.389, 0.442, -3.510], [1.029, -0.214, -4.675], [-0.160, 0.113, -5.316], [-0.995, 1.077, -4.777], [-0.652, 1.727, -3.602], [-1.948, 0.201, -1.097], [-2.612, 1.381, -0.750], [-1.963, 2.485, 0.018], [-3.941, 1.534, -1.133], [-4.621, 0.551, -1.833], [-6.055, 0.722, -2.212], [-3.937, -0.613, -2.176], [-2.610, -0.793, -1.835], [-1.875, -2.031, -2.246], [-1.192, -1.648, 1.799], [-1.944, -0.394, 2.078], [-1.515, -2.802, 2.502], [-0.834, -6.131, 2.536], [-2.346, -5.357, 3.036], [-0.902, -5.182, 4.024], [0.581, -4.987, 1.039], [2.246, -3.794, -0.224], [1.930, -2.160, -0.851], [0.998, -3.544, -1.430], [2.342, 0.236, -3.031], [1.684, -0.969, -5.084], [-0.427, -0.376, -6.240], [-1.914, 1.343, -5.275], [-1.297, 2.492, -3.194], [-1.077, 2.135, 0.543], [-2.655, 2.901, 0.749], [-1.662, 3.297, -0.649], [-4.446, 2.452, -0.864], [-6.462, 1.639, -1.799], [-6.647, -0.115, -1.846], [-6.157, 0.751, -3.296], [-4.458, -1.390, -2.718], [-2.558, -2.763, -2.667], [-1.378, -2.475, -1.382], [-1.120, -1.793, -2.998], [-1.419, 0.458, 1.653], [-2.046, -0.239, 3.149], [-2.947, -0.457, 1.654], [-2.291, -2.751, 3.250]],
  "orbital_gap_ev": [7.49, 7.18],
  "charge": 1,
  "de_lowest_kj_mol": 327.8,
  "homo_ev": [-11.7, -11.7],
  "spin_multiplicity": 2
}

=====

{
  "formula": "C31H37BBeF4N5O2",
  "method": "the ωB97M-V functional and the def2-TZVPD basis",
  "elements": ["Be", "B", "F", "F", "F", "F", "N", "C", "C", "C", "C", "C", "H", "H", "H", "H", "H", "N", "C", "C", "C", "C", "C", "H", "H", "H", "H", "H", "N", "C", "C", "C", "C", "C", "H", "H", "H", "H", "H", "N", "C", "C", "C", "C", "C", "H", "H", "H", "H", "H", "N", "C", "C", "C", "C", "C", "H", "H", "H", "H", "H", "C", "C", "O", "C", "H", "H", "H", "H", "H", "H", "C", "C", "O", "C", "H", "H", "H", "H", "H", "H"],
  "xyz": [[0.665, -2.041, 0.015], [0.341, 0.416, -1.054], [-0.464, 0.012, 0.051], [1.589, -0.145, -0.791], [-0.172, -0.148, -2.215], [0.461, 1.784, -1.191], [-1.502, -2.511, -0.624], [-1.971, -3.776, -0.592], [-3.293, -4.119, -0.668], [-4.250, -3.102, -0.797], [-3.806, -1.799, -0.785], [-2.435, -1.567, -0.695], [-1.283, -4.614, -0.588], [-3.651, -5.135, -0.744], [-5.282, -3.398, -0.929], [-4.516, -0.985, -0.771], [-2.186, -0.523, -0.742], [2.061, -0.875, 1.715], [2.646, -1.587, 2.688], [3.050, -1.060, 3.903], [2.756, 0.274, 4.149], [2.258, 1.037, 3.118], [2.078, 0.462, 1.869], [2.849, -2.632, 2.482], [3.506, -1.679, 4.660], [3.060, 0.668, 5.110], [2.094, 2.106, 3.172], [1.706, 1.065, 1.054], [0.597, 4.105, 2.336], [0.503, 4.791, 3.486], [0.764, 6.142, 3.575], [0.968, 6.898, 2.428], [1.007, 6.218, 1.216], [0.794, 4.852, 1.242], [0.565, 4.229, 4.413], [0.926, 6.630, 4.528], [1.116, 7.967, 2.481], [1.226, 6.793, 0.327], [0.835, 4.218, 0.360], [-2.045, 1.421, 3.988], [-1.439, 1.941, 2.917], [-2.129, 2.136, 1.731], [-3.457, 1.802, 1.665], [-4.122, 1.390, 2.807], [-3.344, 1.120, 3.936], [-0.400, 2.203, 3.027], [-1.606, 2.587, 0.898], [-4.036, 1.861, 0.751], [-5.154, 1.070, 2.750], [-3.698, 0.399, 4.665], [2.887, -2.763, -0.467], [3.251, -4.028, -0.664], [4.574, -4.430, -0.753], [5.563, -3.460, -0.745], [5.182, -2.130, -0.607], [3.848, -1.828, -0.448], [2.454, -4.760, -0.687], [4.898, -5.459, -0.810], [6.604, -3.748, -0.780], [5.909, -1.353, -0.415], [3.514, -0.828, -0.230], [0.831, -4.376, -4.234], [0.295, -3.173, -3.478], [0.674, -2.930, -2.350], [-0.895, -2.434, -4.076], [1.906, -4.326, -4.400], [0.396, -4.377, -5.233], [0.507, -5.290, -3.738], [-0.659, -1.374, -4.115], [-1.794, -2.666, -3.504], [-1.088, -2.820, -5.075], [-2.669, 2.319, -1.714], [-2.699, 1.788, -3.127], [-3.606, 1.038, -3.419], [-1.689, 2.255, -4.142], [-1.943, 3.083, -1.457], [-2.472, 1.440, -1.095], [-3.686, 2.603, -1.443], [-1.167, 3.089, -3.672], [-2.166, 2.536, -5.078], [-0.938, 1.500, -4.374]],
  "orbital_gap_ev": 6.77,
  "charge": 1,
  "de_lowest_kj_mol": 0.0,
  "homo_ev": -10.9
}

=====

{
  "formula": "C31H37BF4N2O23S",
  "method": "the ωB97M-V functional and the def2-TZVPD basis",
  "elements": ["N", "B", "O", "C", "C", "C", "C", "O", "C", "O", "C", "C", "O", "N", "C", "O", "F", "C", "S", "O", "O", "C", "F", "F", "F", "C", "O", "H", "H", "H", "H", "H", "H", "H", "C", "C", "C", "O", "C", "O", "O", "H", "H", "H", "H", "H", "H", "C", "C", "C", "O", "C", "O", "O", "H", "H", "H", "H", "H", "H", "C", "C", "C", "O", "C", "O", "O", "H", "H", "H", "H", "H", "H", "C", "C", "C", "O", "C", "O", "O", "H", "H", "H", "H", "H", "H", "C", "C", "C", "O", "C", "O", "O", "H", "H", "H", "H", "H", "H"],
  "xyz": [[-1.630, -3.257, -6.828], [-1.111, -2.077, -6.188], [-0.835, -1.018, -7.007], [-0.849, -1.987, -4.610], [-1.674, -2.502, -3.687], [-2.962, -3.217, -3.932], [-2.763, -4.709, -3.753], [-1.657, -5.157, -3.576], [-1.351, -2.344, -2.242], [-2.225, -2.431, -1.415], [0.079, -2.076, -1.844], [0.490, -2.390, -0.425], [1.569, -2.791, -0.136], [-0.527, -2.216, 0.605], [-0.184, -1.462, 1.694], [-0.331, -1.752, 2.832], [0.295, -0.265, 1.342], [0.912, -1.581, -2.775], [2.674, -1.242, -2.545], [3.362, -2.428, -2.158], [3.192, -0.554, -3.680], [2.763, 0.024, -1.152], [1.517, 0.428, -0.855], [3.446, 1.072, -1.591], [3.350, -0.480, -0.079], [0.350, -1.249, -4.142], [0.848, -0.386, -4.816], [-2.569, -3.091, -7.176], [-1.684, -4.062, -6.214], [-0.988, -0.178, -6.558], [-3.416, -2.983, -4.887], [-3.685, -2.931, -3.163], [-3.642, -5.361, -3.750], [-0.881, -3.110, 0.931], [6.397, 1.449, -5.420], [5.776, 0.618, -6.513], [6.040, -0.861, -6.409], [5.974, -1.274, -7.781], [6.321, -0.207, -8.546], [6.556, -0.257, -9.707], [6.357, 0.923, -7.794], [6.215, 2.509, -5.593], [5.976, 1.175, -4.452], [7.478, 1.304, -5.396], [4.703, 0.820, -6.578], [5.298, -1.386, -5.812], [7.038, -1.089, -6.026], [-8.858, -3.843, -5.056], [-7.428, -4.145, -4.696], [-6.387, -3.443, -5.541], [-5.279, -4.360, -5.485], [-5.800, -5.606, -5.284], [-5.172, -6.608, -5.377], [-7.104, -5.526, -4.958], [-9.539, -4.433, -4.444], [-9.075, -2.787, -4.898], [-9.053, -4.095, -6.099], [-7.254, -3.960, -3.632], [-6.094, -2.471, -5.149], [-6.697, -3.337, -6.582], [-1.967, 0.251, 4.832], [-2.278, 1.613, 4.270], [-2.795, 2.623, 5.269], [-3.594, 3.482, 4.441], [-4.028, 2.750, 3.387], [-4.861, 3.098, 2.617], [-3.375, 1.562, 3.336], [-1.646, -0.416, 4.035], [-1.166, 0.317, 5.570], [-2.849, -0.183, 5.305], [-1.407, 2.003, 3.736], [-2.007, 3.190, 5.758], [-3.440, 2.167, 6.023], [3.693, 0.683, 3.815], [2.392, 0.948, 4.525], [1.672, 2.211, 4.105], [0.952, 2.558, 5.299], [1.641, 2.054, 6.353], [1.418, 2.323, 7.489], [2.605, 1.211, 5.929], [4.173, -0.208, 4.217], [3.519, 0.533, 2.749], [4.382, 1.517, 3.950], [1.730, 0.081, 4.447], [0.984, 2.060, 3.276], [2.357, 3.027, 3.864], [1.926, 4.483, 9.398], [1.794, 5.785, 10.143], [1.728, 7.022, 9.274], [2.280, 8.029, 10.132], [3.123, 7.412, 10.998], [3.886, 7.974, 11.712], [2.971, 6.068, 10.927], [2.028, 3.652, 10.093], [1.053, 4.305, 8.776], [2.815, 4.489, 8.766], [0.943, 5.749, 10.829], [0.718, 7.292, 8.977], [2.358, 6.937, 8.386]],
  "orbital_gap_ev": 7.60,
  "smiles": "NB(O)C1=C(CC=O)C(=O)C(C(=O)NC(=O)F)=C(S(=O)(=O)C(F)(F)F)C1=O.C[C@@H]1COC(=O)O1.C[C@@H]1COC(=O)O1.C[C@@H]1COC(=O)O1.C[C@@H]1COC(=O)O1.C[C@@H]1COC(=O)O1",
  "homo_ev": -10.7
}

=====

Asked for E_tot across the records above, the calculation gives -88599.0879 -56239.3288 -105202.6070 eV in order.
Asked for M across the records above, the calculation gives 773.185 607.486 924.499 g mol⁻¹ in order.